Density functional theory data (ωB97M-V/def2-TZVPD) for a 7-piece molecular cluster, C14H28Cl14 overall in a non-equilibrium geometry.

Geometry as XYZ:
```
56
Properties=species:S:1:pos:R:3:nbo_charge:R:1
Cl -1.74 5.36 -1.91 -0.065
C -3.04 4.17 -1.78 -0.391
C -4.15 4.45 -2.77 -0.401
Cl -4.94 6.00 -2.46 -0.043
H -3.46 4.24 -0.78 0.216
H -2.59 3.19 -1.91 0.229
H -4.89 3.67 -2.60 0.228
H -3.83 4.35 -3.81 0.220
Cl 6.67 2.58 -1.77 -0.047
C 5.96 1.77 -0.35 -0.386
C 4.77 0.95 -0.86 -0.367
Cl 4.27 -0.20 0.43 -0.089
H 5.58 2.52 0.34 0.222
H 6.67 1.12 0.13 0.225
H 5.08 0.35 -1.72 0.225
H 3.89 1.53 -1.14 0.221
Cl -0.92 -4.19 0.46 -0.067
C -1.96 -3.56 1.77 -0.373
C -1.11 -2.61 2.63 -0.386
Cl -2.05 -2.06 4.04 -0.052
H -2.25 -4.40 2.40 0.223
H -2.81 -3.08 1.31 0.228
H -0.80 -1.77 2.02 0.210
H -0.26 -3.16 3.01 0.225
Cl -4.31 0.96 -1.67 -0.070
C -3.36 -0.15 -2.68 -0.394
C -3.02 -1.41 -1.92 -0.393
Cl -4.41 -2.49 -1.65 -0.066
H -2.42 0.32 -2.96 0.237
H -3.92 -0.29 -3.60 0.229
H -2.63 -1.16 -0.93 0.219
H -2.26 -2.03 -2.39 0.238
Cl -0.31 2.55 2.32 -0.086
C -2.05 2.95 2.07 -0.365
C -2.61 3.56 3.34 -0.388
Cl -4.24 4.22 3.01 -0.052
H -2.52 1.99 1.84 0.221
H -2.13 3.60 1.20 0.225
H -1.97 4.40 3.60 0.221
H -2.61 2.84 4.16 0.225
Cl 2.64 -4.10 0.78 -0.070
C 4.40 -4.04 1.01 -0.386
C 5.00 -5.44 1.06 -0.396
Cl 5.16 -6.09 -0.58 -0.048
H 4.62 -3.49 1.93 0.222
H 4.76 -3.48 0.16 0.230
H 4.41 -6.09 1.70 0.226
H 6.00 -5.42 1.48 0.222
Cl -0.61 1.22 -1.12 -0.064
C 0.72 0.31 -0.40 -0.395
C 0.82 -1.13 -0.88 -0.424
Cl 0.80 -1.22 -2.63 -0.039
H 0.58 0.41 0.67 0.237
H 1.65 0.82 -0.65 0.211
H 0.02 -1.73 -0.46 0.218
H 1.73 -1.59 -0.50 0.246
```

Calculated values
Relative energy (zero: lowest compared OMol25 entry of this formula, charge and spin) = 0.286 eV
Orbital gap = 10.808 eV
Lowest unoccupied orbital energy = 0.2 eV
SMILES string = ClCCCl.ClCCCl.ClCCCl.ClCCCl.ClCCCl.ClCCCl.ClCCCl
Highest occupied orbital energy = -10.59 eV
Energy = -6992.95274 Eh